Entry 1:
{
  "formula": "C3H10OS",
  "method": "ωB97M-V/def2-TZVPD",
  "e_above_lowest_kcal_mol": 43.5,
  "spin_multiplicity": 2,
  "homo_lumo_gap_ev": [10.75, 3.70],
  "charge": 1,
  "elements": ["S", "H", "H", "C", "O", "C", "C", "H", "H", "H", "H", "H", "H", "H", "H"],
  "xyz": [[-3.8676, -1.2134, 0.0159], [-2.6108, -1.7176, 0.1773], [-3.6462, -0.5196, 1.1590], [0.6374, -0.6307, 0.2367], [-0.0461, -1.6865, -0.4291], [0.7197, 0.5668, -0.6752], [1.4734, 1.7513, -0.0642], [0.0570, -0.3764, 1.1409], [1.6352, -0.9503, 0.5635], [-0.2080, -2.4096, 0.2034], [1.2102, 0.2305, -1.5940], [-0.2928, 0.8462, -0.9895], [2.5136, 1.4939, 0.1257], [1.4375, 2.5951, -0.7452], [0.9874, 2.0203, 0.8748]],
  "forces_ev_per_angstrom": [[0.8, 0.0, 0.3], [-0.2, -0.2, -0.4], [-0.4, 0.1, -0.1], [-0.4, 0.5, 0.3], [-0.6, -0.4, 0.3], [0.3, -0.2, -0.6], [-0.5, -0.5, 0.0], [0.3, 0.0, 0.1], [0.0, -0.1, 0.0], [0.4, 0.2, -0.3], [0.0, 0.1, 0.0], [0.0, 0.1, 0.2], [0.0, 0.1, 0.1], [0.0, 0.1, 0.0], [0.2, 0.2, 0.0]]
}

Entry 2:
{
  "formula": "C3H10OS2",
  "method": "ωB97M-V/def2-TZVPD",
  "e_above_lowest_kcal_mol": 13.4,
  "smiles": "CSCSC.O",
  "homo_lumo_gap_ev": 9.18,
  "elements": ["C", "S", "C", "S", "C", "H", "H", "H", "H", "H", "H", "H", "H", "O", "H", "H"],
  "xyz": [[0.0000, 0.0000, 0.0000], [-0.5176, 0.2815, 1.7570], [-1.7705, 1.4930, 1.4799], [-3.2649, 1.1532, 0.6481], [-3.9075, -0.0619, 1.8036], [0.3419, 0.9039, -0.5317], [-0.8303, -0.4503, -0.5696], [0.8330, -0.7221, 0.0379], [-2.1747, 1.7710, 2.4723], [-1.4230, 2.4207, 0.9861], [-4.0989, 0.4086, 2.7827], [-3.1803, -0.8796, 1.9424], [-4.8520, -0.4909, 1.4288], [3.2314, 0.7241, 0.2521], [2.7749, 1.0269, -0.5653], [4.0348, 0.2567, -0.0711]],
  "forces_ev_per_angstrom": [[-0.1, -0.5, 0.2], [0.7, -0.4, -1.3], [-0.3, 1.8, 1.1], [-1.2, -1.0, -1.2], [-0.3, -0.5, 0.4], [-0.2, -0.2, 0.5], [0.3, 0.2, 0.3], [-0.4, 0.4, 0.0], [0.9, 0.1, -0.1], [0.3, -0.5, 0.4], [0.0, -0.1, -0.3], [-0.3, 0.3, -0.1], [0.4, 0.3, 0.1], [0.4, -0.2, -1.2], [0.5, -0.3, 0.9], [-0.9, 0.5, 0.3]]
}

Entry 3:
{
  "formula": "C3H10OS2",
  "method": "ωB97M-V/def2-TZVPD",
  "e_above_lowest_kcal_mol": 18.4,
  "smiles": "CCSSC.O",
  "homo_lumo_gap_ev": 8.37,
  "elements": ["C", "C", "S", "S", "C", "H", "H", "H", "H", "H", "H", "H", "H", "O", "H", "H"],
  "xyz": [[1.5309, 1.8129, -0.9210], [1.1619, 1.1398, 0.4238], [0.8315, -0.5829, 0.3755], [-0.7694, -0.4855, -1.3368], [-1.6028, 1.0200, -0.8408], [1.5431, 2.9028, -0.9114], [0.9140, 1.5142, -1.7675], [2.5416, 1.4953, -1.1820], [2.0907, 1.3831, 0.9538], [0.3712, 1.6746, 0.9512], [-1.7262, 1.0936, 0.2385], [-1.1462, 1.9494, -1.1777], [-2.5954, 0.9547, -1.2853], [-1.0527, -2.0562, 2.8792], [-0.3732, -1.6631, 2.3160], [-1.6632, -2.4311, 2.2382]],
  "forces_ev_per_angstrom": [[0.1, -0.5, -0.6], [0.8, 2.3, -0.5], [-1.5, -0.5, -2.0], [1.7, -0.2, 1.9], [-0.5, 0.2, 0.2], [-0.1, 0.0, 0.5], [-0.1, -0.1, 0.2], [0.0, 0.0, 0.0], [-0.3, -0.8, 0.7], [0.0, 0.0, -0.1], [-0.1, -0.3, 0.0], [0.2, -0.2, -0.2], [-0.1, 0.0, 0.0], [0.0, 0.0, -0.1], [0.0, 0.1, 0.1], [-0.1, -0.1, 0.1]]
}

Entry 4:
{
  "formula": "C3H10OS2",
  "method": "ωB97M-V/def2-TZVPD",
  "e_above_lowest_kcal_mol": 18.5,
  "smiles": "CCO.CSS",
  "homo_lumo_gap_ev": 9.75,
  "elements": ["C", "C", "O", "H", "H", "H", "H", "H", "H", "C", "S", "S", "H", "H", "H", "H"],
  "xyz": [[-1.5146, 0.8715, 3.9175], [-0.5176, -0.0301, 3.2019], [0.7617, 0.5643, 2.9972], [-1.0366, 1.8189, 4.1543], [-2.4001, 1.0879, 3.3374], [-1.8372, 0.4603, 4.8748], [-0.8666, -0.2789, 2.2162], [-0.3977, -0.9723, 3.6965], [1.2571, 0.6362, 3.8258], [0.6597, -1.5569, -4.7969], [0.1686, 0.1831, -4.9710], [1.7357, 1.3700, -4.7420], [1.6894, -1.7667, -5.0758], [-0.0504, -2.0606, -5.4537], [0.4983, -1.8545, -3.7799], [1.8502, 1.5278, -3.4024]],
  "forces_ev_per_angstrom": [[0.2, 0.1, 0.6], [0.3, 0.4, -0.1], [0.2, 0.2, 0.1], [0.1, 0.2, -0.1], [-0.2, 0.0, -0.2], [0.0, -0.1, 0.0], [-0.2, 0.0, -0.5], [0.0, -0.6, 0.6], [-0.4, -0.1, -0.2], [0.0, 0.4, -0.2], [-1.1, -0.5, -0.1], [1.3, 0.5, 0.1], [-0.1, 0.2, -0.2], [0.2, -0.2, 0.0], [-0.1, -0.3, 0.5], [-0.2, -0.1, -0.1]]
}

Entry 5:
{
  "formula": "C3H10OSSi",
  "method": "ωB97M-V/def2-TZVPD",
  "e_above_lowest_kcal_mol": 71.2,
  "homo_lumo_gap_ev": 9.74,
  "elements": ["C", "C", "C", "O", "Si", "S", "H", "H", "H", "H", "H", "H", "H", "H", "H", "H"],
  "xyz": [[-0.3775, -1.0959, -0.9022], [2.2893, -0.2736, 0.6271], [-0.4301, -0.0567, 0.1863], [1.3796, 1.4973, -1.0666], [-2.0716, 0.9975, 0.2842], [1.0429, 1.0570, 0.2992], [-0.5121, -0.6632, -1.8442], [-1.2543, -1.6560, -0.7110], [0.5725, -1.6972, -1.0057], [3.2559, 0.0573, 0.9903], [2.5226, -0.7820, -0.2867], [1.8100, -0.9853, 1.2086], [-0.3654, -0.4834, 1.2191], [-3.0876, 0.6917, 1.3909], [-2.9225, 0.9825, -1.0473], [-1.8517, 2.4100, 0.6582]],
  "forces_ev_per_angstrom": [[1.3, -0.3, 0.7], [0.0, 1.0, -1.0], [0.3, 0.9, 1.7], [-0.1, 0.6, -0.6], [-1.3, 0.3, -0.7], [0.6, -0.9, 0.0], [-0.2, 0.9, -1.5], [-0.6, -1.4, -0.1], [-1.2, 0.4, 0.6], [-0.3, 0.5, 0.5], [-0.2, 0.0, -0.9], [-0.5, -1.3, 1.7], [-0.2, -0.1, -0.7], [0.8, -0.5, -0.6], [1.0, -0.2, 1.1], [0.5, 0.0, -0.3]]
}

Entry 6:
{
  "formula": "C3H10OSi",
  "method": "ωB97M-V/def2-TZVPD",
  "e_above_lowest_kcal_mol": 9.3,
  "smiles": "CO[SiH](C)C",
  "homo_lumo_gap_ev": 10.77,
  "elements": ["C", "O", "Si", "C", "C", "H", "H", "H", "H", "H", "H", "H", "H", "H", "H"],
  "xyz": [[-2.4736, 0.1629, -0.0844], [-1.0547, 0.4509, -0.4421], [0.3523, 0.1911, 0.5035], [0.9867, -1.5416, -0.2773], [1.6863, 1.3702, 0.0453], [-2.6528, -0.9041, 0.0598], [-3.1126, 0.4481, -1.0633], [-2.7495, 0.6796, 0.8387], [-0.0972, 0.3742, 1.8278], [1.1593, -1.6399, -1.3576], [1.8560, -1.9612, 0.1470], [0.2256, -2.2691, -0.0573], [1.6277, 1.4312, -0.9601], [1.6834, 2.3510, 0.4291], [2.5631, 0.8567, 0.3910]],
  "forces_ev_per_angstrom": [[0.8, 0.6, -2.6], [-0.9, -0.3, 1.0], [-0.9, -1.3, -3.8], [-1.1, 1.0, 0.6], [-0.5, -0.8, 2.8], [0.3, -0.1, 0.0], [1.4, -0.3, 2.6], [-0.2, 0.2, -0.4], [-0.2, -0.4, 1.6], [-0.3, 0.9, 0.1], [1.3, -0.2, 0.9], [-0.6, -0.4, 0.1], [0.3, 0.1, -3.5], [-0.2, 1.1, 0.7], [0.8, -0.1, -0.1]]
}

Entry 7:
{
  "formula": "C3H10OSi",
  "method": "ωB97M-V/def2-TZVPD",
  "e_above_lowest_kcal_mol": 37.7,
  "smiles": "O[SiH3].C=CC",
  "homo_lumo_gap_ev": 10.91,
  "elements": ["O", "Si", "H", "H", "H", "H", "C", "C", "C", "H", "H", "H", "H", "H", "H"],
  "xyz": [[-1.6880, 0.2919, -0.5825], [-2.2275, -0.5796, 0.6303], [-0.7350, 0.4450, -0.8233], [-1.1404, -0.9145, 1.4477], [-2.7425, -1.9621, 0.2199], [-3.1967, 0.0246, 1.4383], [1.5423, 1.1925, 0.8460], [1.1768, 0.7327, -0.3719], [1.1065, -0.6488, -0.9611], [1.6307, 2.1979, 0.8375], [1.7798, 0.6126, 1.7104], [1.1199, 1.5587, -1.0429], [0.5180, -0.6476, -1.8640], [2.1665, -0.9140, -1.3255], [0.6897, -1.3893, -0.1591]],
  "forces_ev_per_angstrom": [[1.2, 1.5, -2.1], [-0.2, -2.6, -0.4], [-1.9, -0.3, 0.8], [1.4, -0.3, 1.2], [0.0, 0.8, -0.1], [-1.3, 1.0, 0.7], [-0.8, -3.3, -2.0], [1.3, 0.3, 1.4], [1.2, -1.1, 1.4], [0.3, 3.1, 0.8], [0.0, -0.4, 0.4], [-0.4, 0.3, -1.0], [-0.5, -0.3, -0.2], [-1.5, 0.0, 0.8], [1.0, 1.0, -1.7]]
}

Entry 8:
{
  "formula": "C3H10S",
  "method": "ωB97M-V/def2-TZVPD",
  "e_above_lowest_kcal_mol": 4.0,
  "smiles": "CCS.C",
  "homo_lumo_gap_ev": 9.95,
  "elements": ["C", "C", "S", "H", "H", "H", "H", "H", "H", "C", "H", "H", "H", "H"],
  "xyz": [[1.4388, -0.0662, -0.6411], [-0.0161, -0.4198, -0.8168], [-0.5015, -1.7069, 0.3944], [2.0612, -0.9550, -0.5124], [1.7075, 0.6050, 0.1748], [1.8440, 0.3857, -1.5456], [-0.6729, 0.4278, -0.6923], [-0.1850, -0.8344, -1.8055], [-1.8104, -1.6547, 0.1427], [-0.3288, 3.3181, 0.6796], [0.0609, 2.3118, 0.7600], [0.1858, 3.9909, 1.3455], [-1.3540, 3.2690, 1.0327], [-0.3485, 3.5840, -0.3758]],
  "forces_ev_per_angstrom": [[1.0, -0.1, -0.3], [-0.2, -0.4, 0.2], [0.2, 0.2, 0.0], [-0.2, -0.2, 0.1], [-0.5, 0.0, 0.2], [-0.2, 0.2, -0.1], [-0.1, 0.3, 0.1], [0.1, 0.0, -0.1], [-0.1, 0.0, 0.0], [-0.7, -0.6, 0.0], [0.3, -0.1, 0.1], [0.4, 0.3, -0.2], [-0.2, 0.0, 0.0], [0.2, 0.4, 0.2]]
}

Entry 9:
{
  "formula": "C3H10S",
  "method": "ωB97M-V/def2-TZVPD",
  "e_above_lowest_kcal_mol": 9.1,
  "smiles": "CCS.C",
  "homo_lumo_gap_ev": 9.98,
  "elements": ["C", "C", "S", "H", "H", "H", "H", "H", "H", "C", "H", "H", "H", "H"],
  "xyz": [[-0.7563, -0.7105, 0.3524], [-1.9784, 0.1249, 0.6575], [-2.4902, 1.1609, -0.8022], [-0.8791, -1.7951, 0.2847], [-0.2791, -0.4202, -0.5834], [0.0529, -0.6332, 1.0959], [-1.8961, 0.8419, 1.4526], [-2.8772, -0.4795, 0.7286], [-1.6608, 2.1906, -0.5831], [2.5234, -0.0475, -0.5356], [1.8574, -0.4399, -1.2907], [2.9366, -0.8749, 0.0429], [3.3824, 0.4428, -0.9795], [2.0647, 0.6396, 0.1599]],
  "forces_ev_per_angstrom": [[1.6, -0.5, 0.3], [-0.6, 0.2, -1.7], [0.1, 0.0, 0.2], [-0.7, 0.1, 0.0], [-0.2, 0.1, 0.0], [-0.4, 0.3, 0.1], [0.1, -0.2, 0.6], [0.0, -0.1, 0.7], [0.0, 0.0, 0.0], [0.9, -0.3, 0.4], [-0.2, 0.2, -0.1], [-0.2, -0.1, 0.0], [0.0, 0.2, -0.3], [-0.4, 0.1, 0.0]]
}

Entry 10:
{
  "formula": "C3H10S2",
  "method": "ωB97M-V/def2-TZVPD",
  "e_above_lowest_kcal_mol": 32.4,
  "smiles": "CCC.SS",
  "homo_lumo_gap_ev": 9.14,
  "elements": ["C", "C", "C", "H", "H", "H", "H", "H", "H", "H", "H", "S", "S", "H", "H"],
  "xyz": [[-2.1969, -1.3681, -0.0179], [-0.9700, -0.5117, -0.0253], [-1.0478, 0.5344, 1.2066], [-2.0275, -1.8549, 0.8844], [-2.1973, -2.0702, -0.8963], [-3.1944, -0.8482, 0.2025], [-0.6864, -0.0806, -1.0167], [-0.0416, -1.0828, 0.1619], [0.0102, 1.0257, 1.3219], [-1.6450, 1.3957, 0.9272], [-1.4102, 0.1331, 2.2175], [3.0800, 1.0149, -2.1906], [4.9574, 1.3168, -1.0034], [2.7462, 2.1031, -1.6266], [4.6233, 0.2928, -0.1451]],
  "forces_ev_per_angstrom": [[-1.0, 0.3, -1.1], [1.3, 1.8, 0.9], [2.1, 0.4, -0.7], [-0.2, -1.9, 1.5], [-0.5, 0.6, 1.0], [1.4, -0.4, -1.1], [-0.8, 0.5, 0.8], [-0.6, -0.4, 0.1], [-1.8, -1.1, 0.2], [-0.5, 0.0, 0.1], [0.6, 0.2, -1.7], [2.5, -1.1, 0.3], [-1.7, -1.4, -0.5], [-1.3, 1.8, 0.6], [0.4, 0.7, -0.4]]
}